Entry 1:
Computed, not measured: a molecular structure, C6H12N2O4 in a non-equilibrium geometry, with ωB97M-V/def2-TZVPD.

Geometry (Å):
C  2.080  -0.321  0.098
C  0.530  -0.302  0.001
C  2.670  1.214  0.214
C  -1.535  0.196  0.623
C  -2.138  -1.109  0.076
C  -1.781  1.416  -0.308
H  1.775  -1.078  -1.804
H  3.017  -2.115  -0.672
H  2.353  -0.696  1.191
H  3.825  1.080  0.431
H  2.456  1.616  -0.790
H  2.171  1.910  0.926
H  0.081  -0.017  2.127
H  -2.150  0.430  1.567
H  -1.570  2.356  0.067
H  -1.276  1.349  -1.255
H  -3.381  0.828  -1.276
H  -1.892  -2.958  0.202
N  2.774  -1.072  -1.008
N  -0.160  -0.051  1.090
O  0.026  -0.794  -0.987
O  -2.918  -1.129  -0.854
O  -3.243  1.447  -0.470
O  -1.714  -2.198  0.810

Output
**F_max**: 0.1099 Eh/bohr
**Relative energy (zero: lowest compared OMol25 entry of this formula, charge and spin)**: 304.2 kJ/mol
**Gap between HOMO and LUMO**: 9.96 eV

Atom-resolved charges from natural (NBO), all expressed in e:
1. C -0.127
2. C 0.664
3. C -0.624
4. C -0.183
5. C 0.823
6. C -0.079
7. H 0.404
8. H 0.375
9. H 0.191
10. H 0.228
11. H 0.210
12. H 0.209
13. H 0.446
14. H 0.240
15. H 0.190
16. H 0.190
17. H 0.495
18. H 0.501
19. N -0.871
20. N -0.623
21. O -0.630
22. O -0.605
23. O -0.727
24. O -0.696

Entry 2:
Computed, not measured: a molecular structure, C28H30AsN2RhS2Sb, with ωB97M-V/def2-TZVPD.

Geometry (Å):
Rh  0.138  -0.054  1.295
S  -0.232  -0.377  3.468
C  1.100  0.428  4.218
C  1.046  0.590  5.639
N  0.999  0.710  6.780
C  2.127  0.921  3.477
S  2.159  0.715  1.759
C  3.197  1.678  4.048
N  4.055  2.315  4.471
C  -1.144  2.767  -1.519
C  -0.219  3.117  -0.363
As  -0.638  2.166  1.275
C  0.070  3.309  2.680
C  -0.631  4.661  2.783
C  -2.563  2.338  1.512
C  -3.417  1.256  0.871
H  -0.888  3.359  -2.398
H  -2.187  2.978  -1.278
H  -1.068  1.716  -1.800
H  -0.291  4.177  -0.111
H  0.825  2.899  -0.592
H  1.136  3.430  2.488
H  -0.034  2.755  3.613
H  -0.490  5.272  1.892
H  -0.208  5.214  3.621
H  -1.699  4.562  2.969
H  -2.813  3.326  1.119
H  -2.717  2.362  2.592
H  -3.200  1.137  -0.193
H  -4.473  1.510  0.966
H  -3.261  0.298  1.368
C  -1.808  -0.580  -5.379
C  -0.422  -0.595  -5.374
C  0.270  -0.684  -4.173
C  -0.432  -0.757  -2.976
C  -1.825  -0.736  -2.982
C  -2.511  -0.652  -4.183
Sb  0.629  -0.866  -1.154
C  -0.440  -2.251  0.063
C  -1.659  -1.790  0.600
C  -2.270  -2.483  1.650
C  -1.669  -3.611  2.176
C  -0.460  -4.063  1.651
C  0.163  -3.380  0.620
C  2.388  -1.893  -1.640
C  3.606  -1.470  -1.118
C  4.761  -2.188  -1.398
C  4.695  -3.322  -2.194
C  3.479  -3.743  -2.718
C  2.322  -3.029  -2.446
H  -2.344  -0.514  -6.317
H  0.126  -0.540  -6.305
H  1.354  -0.705  -4.181
H  -2.388  -0.790  -2.058
H  -3.592  -0.647  -4.188
H  -2.192  -0.970  0.132
H  -3.216  -2.136  2.047
H  -2.138  -4.144  2.992
H  0.005  -4.950  2.061
H  1.115  -3.730  0.238
H  3.665  -0.589  -0.490
H  5.709  -1.861  -0.995
H  5.595  -3.881  -2.411
H  3.431  -4.627  -3.339
H  1.377  -3.357  -2.864

Output
**Net charge**: +1
**F_max**: 0.0050 Eh/bohr
**Relative energy (zero: lowest compared OMol25 entry of this formula, charge and spin)**: 15.0 kJ/mol
**Gap between HOMO and LUMO**: 6.64 eV

Atom-resolved charges from natural (NBO), all expressed in e:
1. Rh 0.074
2. S 0.115
3. C -0.291
4. C 0.222
5. N -0.219
6. C -0.313
7. S 0.162
8. C 0.223
9. N -0.223
10. C -0.620
11. C -0.726
12. As 1.317
13. C -0.720
14. C -0.623
15. C -0.728
16. C -0.616
17. H 0.240
18. H 0.211
19. H 0.208
20. H 0.238
21. H 0.245
22. H 0.248
23. H 0.244
24. H 0.211
25. H 0.246
26. H 0.212
27. H 0.239
28. H 0.248
29. H 0.206
30. H 0.240
31. H 0.208
32. C -0.171
33. C -0.197
34. C -0.255
35. C -0.280
36. C -0.260
37. C -0.200
38. Sb 1.271
39. C -0.295
40. C -0.371
41. C -0.168
42. C -0.196
43. C -0.145
44. C -0.263
45. C -0.409
46. C -0.214
47. C -0.200
48. C -0.164
49. C -0.221
50. C -0.166
51. H 0.229
52. H 0.231
53. H 0.227
54. H 0.207
55. H 0.228
56. H 0.233
57. H 0.231
58. H 0.238
59. H 0.234
60. H 0.236
61. H 0.224
62. H 0.232
63. H 0.230
64. H 0.230
65. H 0.216

Entry 3:
Computed, not measured: 2 unconnected molecules or ions with the total composition C15H24BN2O5 in a non-equilibrium geometry, with ωB97M-V/def2-TZVPD.

Geometry (Å):
C  0.643  2.706  -0.481
C  -0.284  2.212  0.820
O  -1.713  1.987  0.430
B  -2.187  1.000  1.426
O  -2.341  1.439  2.858
C  -2.534  -0.588  1.130
N  -3.772  -0.610  0.262
C  -3.550  -1.152  -1.132
C  -2.082  -0.841  -1.782
N  -0.912  -0.927  -0.835
C  -1.274  -1.460  0.530
C  -0.013  -1.604  1.577
C  1.422  -1.980  0.883
C  2.140  -3.423  1.334
C  3.623  -3.855  0.708
C  4.449  -2.945  -0.406
C  3.713  -1.510  -0.845
C  4.507  -0.573  -1.963
C  2.268  -1.070  -0.187
H  0.479  1.979  -1.409
H  0.364  3.796  -0.814
H  1.794  2.696  -0.198
H  -0.161  2.944  1.725
H  0.213  1.185  1.161
H  -1.648  0.854  3.331
H  -2.843  -1.111  2.157
H  -4.170  0.371  0.248
H  -4.523  -1.211  0.707
H  -3.819  -2.311  -1.226
H  -4.349  -0.606  -1.830
H  -1.831  -1.519  -2.722
H  -2.127  0.277  -2.195
H  -0.337  -0.057  -0.802
H  -1.676  -2.572  0.362
H  -0.292  -2.516  2.294
H  0.152  -0.685  2.280
H  1.666  -4.179  2.093
H  4.129  -4.850  1.060
H  5.494  -3.277  -0.857
H  4.567  -1.228  -2.959
H  5.603  -0.299  -1.654
H  3.879  0.382  -2.259
H  1.825  -0.016  -0.524
C  -1.154  6.328  -0.572
O  -1.904  7.291  -0.519
O  -1.048  5.559  -1.534
O  -0.386  5.973  0.329

Output
**Net charge**: -1
**F_max**: 0.1045 Eh/bohr
**Gap between HOMO and LUMO**: 1.93 eV

Atom-resolved charges from natural (NBO), all expressed in e:
1. C -0.665
2. C -0.088
3. O -0.761
4. B 1.083
5. O -0.926
6. C -0.509
7. N -0.670
8. C -0.321
9. C -0.243
10. N -0.673
11. C -0.023
12. C -0.459
13. C 0.004
14. C -0.253
15. C -0.224
16. C -0.258
17. C 0.010
18. C -0.669
19. C -0.239
20. H 0.170
21. H 0.336
22. H 0.199
23. H 0.232
24. H 0.120
25. H 0.472
26. H 0.228
27. H 0.413
28. H 0.373
29. H 0.229
30. H 0.239
31. H 0.213
32. H 0.234
33. H 0.399
34. H 0.201
35. H 0.234
36. H 0.233
37. H 0.226
38. H 0.219
39. H 0.237
40. H 0.225
41. H 0.234
42. H 0.243
43. H 0.244
44. C 0.901
45. O -0.749
46. O -0.710
47. O -0.713

Entry 4:
Computed, not measured: a molecular structure, C2H6N2S in a non-equilibrium geometry, with ωB97M-V/def2-TZVPD.

Geometry (Å):
C  -0.391  -0.035  -0.891
C  -0.003  -0.209  0.539
H  -0.561  2.033  -0.830
H  -1.323  1.316  -2.165
H  0.476  -0.393  -1.479
H  -1.116  -0.814  -1.183
H  -0.733  -0.184  1.354
H  2.418  -1.341  2.653
N  -1.121  1.217  -1.226
N  1.121  -0.651  0.763
S  1.232  -0.939  2.466

Output
**F_max**: 0.0943 Eh/bohr
**Relative energy (zero: lowest compared OMol25 entry of this formula, charge and spin)**: 173.9 kJ/mol
**Gap between HOMO and LUMO**: 9.97 eV

Atom-resolved charges from natural (NBO), all expressed in e:
1. C -0.276
2. C 0.081
3. H 0.358
4. H 0.366
5. H 0.194
6. H 0.202
7. H 0.162
8. H 0.101
9. N -0.829
10. N -0.496
11. S 0.139

Entry 5:
Computed, not measured: a molecular structure, C10H27ClIN2O2P2Ru in a non-equilibrium geometry, with ωB97M-V/def2-TZVPD.

Geometry (Å):
C  -3.572  -2.532  1.030
C  -2.136  -1.827  1.133
H  -3.839  -3.159  1.836
H  -3.610  -3.136  0.105
H  -4.346  -1.752  0.933
O  -1.233  -1.835  1.953
I  -3.245  -0.527  -2.004
Ru  -1.310  -0.416  -0.457
P  -1.239  1.327  1.008
C  -0.144  1.449  2.466
C  -1.349  2.954  0.274
H  -2.280  3.490  0.601
H  -2.864  2.045  2.571
H  -1.375  2.758  -0.819
H  -3.548  1.150  1.136
H  0.845  1.822  2.169
H  -0.446  3.533  0.546
C  -2.767  1.175  1.911
H  -0.660  2.153  3.144
H  -2.721  0.240  2.485
H  -0.110  0.438  2.886
P  0.457  -1.821  -0.861
C  1.811  -2.173  0.311
C  -0.286  -3.445  -0.823
H  0.583  -0.917  -3.000
H  1.006  -2.697  -3.058
H  2.221  -1.479  -2.426
C  1.151  -1.731  -2.515
H  -1.107  -3.392  -1.554
H  0.483  -4.173  -1.111
H  2.224  -3.145  -0.031
H  1.326  -2.268  1.289
H  -0.638  -3.622  0.201
H  2.567  -1.376  0.278
Cl  -0.796  1.027  -2.446
C  2.915  2.911  -2.316
N  3.124  2.235  -1.047
C  2.286  1.412  -0.329
N  2.829  0.877  0.889
O  1.149  1.082  -0.643
H  1.988  2.686  -2.805
H  3.750  2.655  -2.970
H  3.007  3.984  -2.138
H  3.943  2.466  -0.534
H  2.221  0.277  1.470
H  3.735  1.278  1.260

Output
**Spin multiplicity**: 5
**Net charge**: +3
**F_max**: 0.0814 Eh/bohr
**Relative energy (zero: lowest compared OMol25 entry of this formula, charge and spin)**: 0.0 kJ/mol
**⟨S²⟩**: 6.027
**Gap between HOMO and LUMO (spin up / spin down)**: 5.70 / 4.12 eV

Atom-resolved charges from natural (NBO), all expressed in e:
1. C -0.696
2. C 0.553
3. H 0.305
4. H 0.289
5. H 0.288
6. O -0.330
7. I 0.392
8. Ru 0.164
9. P 1.339
10. C -0.930
11. C -0.996
12. H 0.303
13. H 0.306
14. H 0.278
15. H 0.255
16. H 0.272
17. H 0.294
18. C -0.981
19. H 0.293
20. H 0.249
21. H 0.257
22. P 1.320
23. C -0.938
24. C -0.977
25. H 0.275
26. H 0.301
27. H 0.292
28. C -0.983
29. H 0.255
30. H 0.305
31. H 0.295
32. H 0.258
33. H 0.249
34. H 0.280
35. Cl -0.013
36. C -0.424
37. N -0.568
38. C 0.807
39. N -0.871
40. O -0.727
41. H 0.218
42. H 0.241
43. H 0.237
44. H 0.413
45. H 0.408
46. H 0.441

Entry 6:
Computed, not measured: a molecular structure, C6H16ClO4P2STl in a non-equilibrium geometry, with ωB97M-V/def2-TZVPD.

Geometry (Å):
C  -0.375  0.285  -4.254
C  -1.282  0.594  -3.060
C  -0.684  -0.230  -1.825
C  -1.875  -0.204  -1.006
P  -1.394  -1.213  0.939
O  -1.547  0.168  1.852
C  -0.483  0.424  2.713
Cl  -0.894  -0.045  4.374
C  0.699  -0.459  2.200
P  2.326  0.392  2.055
O  3.072  -0.268  3.277
O  3.003  -0.103  0.718
S  2.231  2.348  2.042
O  0.283  -0.975  0.959
H  -0.426  -0.763  -4.546
H  0.665  0.524  -4.031
H  -0.694  0.909  -5.090
H  -1.234  1.652  -2.810
H  -2.314  0.319  -3.283
H  0.171  0.298  -1.408
H  -0.376  -1.227  -2.132
H  -2.203  0.742  -0.568
H  -2.720  -0.766  -1.395
H  -1.137  -2.259  0.001
H  -2.838  -1.230  0.864
H  -1.586  -2.252  1.905
H  -0.256  1.486  2.744
H  0.863  -1.269  2.918
H  4.037  -0.298  3.244
H  3.010  -1.056  0.556
Tl  3.958  4.478  2.048

Output
**Net charge**: +2
**F_max**: 0.0626 Eh/bohr
**Gap between HOMO and LUMO**: 6.29 eV

Atom-resolved charges from natural (NBO), all expressed in e:
1. C -0.593
2. C -0.336
3. C -0.478
4. C -0.063
5. P 1.052
6. O -0.746
7. C 0.063
8. Cl 0.012
9. C -0.311
10. P 1.913
11. O -0.967
12. O -0.967
13. S -0.749
14. O -0.766
15. H 0.230
16. H 0.223
17. H 0.260
18. H 0.234
19. H 0.236
20. H 0.259
21. H 0.259
22. H 0.263
23. H 0.243
24. H 0.025
25. H 0.080
26. H 0.105
27. H 0.235
28. H 0.256
29. H 0.541
30. H 0.534
31. Tl 0.951